Molecular formula: C3H13N4
Method: DFT, ωB97M-V with the def2-TZVPD basis set

The geometry in XYZ format:
```
20
Properties=species:S:1:pos:R:3:forces:R:3:nbo_charge:R:1
C -0.555578 1.307768 -0.921640 2.181 0.339 0.722 -0.64
C 0.210794 0.052398 -0.491847 0.688 -0.170 0.466 0.35
C 1.396149 -0.520404 -1.295835 0.981 0.797 0.512 -0.64
N 0.929274 0.686363 0.814471 -0.503 0.989 0.043 -0.76
N -0.547028 -1.014518 0.024298 -1.693 1.157 -1.123 -0.50
N -1.788005 -0.632539 0.612293 3.994 1.653 0.397 -0.33
N -1.624267 -0.433122 1.995335 -0.766 -0.529 0.960 -0.71
H -1.475054 1.378953 -0.361497 0.059 0.462 0.392 0.26
H 0.216367 2.180238 -0.774087 -2.062 -1.250 -0.709 0.20
H -0.833716 1.200676 -1.924769 -0.232 0.155 -1.647 0.25
H 1.211882 -1.144687 -2.193962 -0.307 0.535 0.783 0.27
H 1.825682 -1.086699 -0.477109 0.504 -1.107 -0.439 0.20
H 2.251721 0.189544 -1.496991 -1.328 -0.243 -0.106 0.24
H 1.389576 1.570146 0.531912 0.187 -0.830 0.691 0.43
H 1.488359 0.041147 1.367965 0.336 0.080 -0.186 0.43
H 0.104897 0.910396 1.389487 0.439 0.012 0.132 0.44
H -0.083457 -1.875759 0.272437 -0.150 -0.044 0.201 0.39
H -2.448335 -1.208513 0.235693 -2.521 -1.890 -0.232 0.38
H -2.115793 -1.131801 2.545022 0.374 -0.481 -0.055 0.37
H -2.040835 0.419578 2.359242 -0.179 0.364 -0.804 0.36
```
Positions in Å, forces in eV/Å.

Values from the calculation:
energy	-9273.6038	eV
ΔE to the lowest compared entry with this formula, charge and spin	90.87	kcal/mol
frontier orbital gap	10.9242	eV
M	105.16	g/mol
total charge	+1

***

Molecular formula: C3H13N4
Method: DFT, ωB97M-V with the def2-TZVPD basis set

The geometry in XYZ format:
```
20
Properties=species:S:1:pos:R:3:forces:R:3:nbo_charge:R:1
C -2.193999 0.601558 -0.441122 -0.065 0.097 -0.100 -0.30
C 2.332060 -0.790710 -0.564729 0.425 -0.337 -0.332 -0.43
C -0.802300 0.412676 0.152252 -0.600 0.330 0.088 0.54
N -3.166820 -0.400684 -0.150775 0.088 -0.240 0.186 -0.81
N 2.527748 0.294285 0.401693 0.477 -0.075 0.246 -0.85
N -0.615211 -0.618976 0.950773 0.075 -0.114 0.085 -0.74
N 0.138511 1.280793 -0.077413 -0.071 0.135 -0.142 -0.74
H -2.092023 0.687347 -1.527825 0.110 0.089 0.111 0.24
H -2.570530 1.564275 -0.076235 0.176 -0.029 -0.094 0.25
H 3.200527 -1.452771 -0.645776 -0.140 0.079 0.000 0.21
H 2.151110 -0.354791 -1.548981 -0.057 -0.092 0.075 0.21
H -2.976903 -1.309593 -0.545037 -0.133 -0.025 -0.055 0.38
H -1.385480 -1.250059 1.125825 0.136 0.100 -0.046 0.43
H 2.779974 -0.079104 1.312825 0.092 0.078 -0.070 0.38
H 1.140932 1.077354 0.230795 -0.131 0.061 0.025 0.44
H 3.311846 0.867974 0.103431 -0.030 -0.002 0.130 0.39
H 0.250639 -0.743417 1.450395 -0.105 -0.054 0.031 0.42
H 1.471739 -1.399055 -0.287956 0.045 0.026 -0.072 0.19
H -0.051469 2.067897 -0.678234 -0.130 -0.032 -0.025 0.42
H -3.450358 -0.454995 0.816096 -0.163 0.005 -0.041 0.38
```
Positions in Å, forces in eV/Å.

Values from the calculation:
energy	-9276.8161	eV
ΔE to the lowest compared entry with this formula, charge and spin	16.79	kcal/mol
frontier orbital gap	10.9148	eV
M	105.16	g/mol
total charge	+1

***

Molecular formula: C3H13N4
Method: DFT, ωB97M-V with the def2-TZVPD basis set

The geometry in XYZ format:
```
20
Properties=species:S:1:pos:R:3:forces:R:3:nbo_charge:R:1
N 0.118114 1.680680 0.073682 -0.280 0.110 0.384 -0.89
C 1.460945 1.035373 -0.059571 -0.390 1.267 1.733 -0.06
N 2.464085 2.081881 -0.126671 0.195 -0.239 -0.490 -0.83
H 0.257137 2.543721 0.653047 -0.398 -1.245 -0.564 0.39
H -0.274856 2.012467 -0.808601 0.366 -0.079 0.072 0.37
H 1.627307 0.503193 0.919028 -0.049 0.174 -1.066 0.18
H 1.453644 0.280707 -0.857705 0.195 0.472 -0.107 0.17
H 2.090013 2.918220 -0.596171 0.480 -0.630 0.235 0.36
H 2.745964 2.328651 0.816097 0.114 0.122 -0.276 0.37
C -1.109202 -1.437249 1.822673 1.577 0.516 1.361 -0.42
N -1.036378 -1.289819 -1.824790 0.865 0.845 1.591 -0.75
C -1.088917 -1.636070 -0.515472 0.155 0.316 -1.056 0.40
N -1.087924 -0.833284 0.505684 0.956 -1.415 -0.880 -0.51
H -0.118358 -1.196611 2.379575 -1.802 -0.400 -0.845 0.23
H -1.232838 -2.521244 1.770878 0.043 0.221 -0.072 0.22
H -1.956381 -1.004827 2.330833 -0.066 0.026 0.561 0.23
H -0.435912 -0.512956 -2.118410 -0.806 -0.232 0.107 0.42
H -1.129606 -2.031042 -2.474452 0.109 -0.621 -0.602 0.42
H -1.094432 -2.707174 -0.321138 -0.691 0.140 0.041 0.21
H -0.713915 0.138359 0.425904 -0.572 0.653 -0.126 0.46
```
Positions in Å, forces in eV/Å.

Values from the calculation:
energy	-9275.7250	eV
ΔE to the lowest compared entry with this formula, charge and spin	41.96	kcal/mol
frontier orbital gap	9.2369	eV
M	105.16	g/mol
total charge	+1

***

Molecular formula: C3H13N4
Method: DFT, ωB97M-V with the def2-TZVPD basis set

The geometry in XYZ format:
```
20
Properties=species:S:1:pos:R:3:forces:R:3:nbo_charge:R:1
C 0.861747 -0.548231 -1.766947 0.231 -0.248 0.218 -0.42
N -0.460038 -0.145648 -1.284221 -1.015 -0.253 -0.105 -0.50
C -1.430062 0.246533 -2.060600 0.705 0.323 -0.218 0.40
N -2.618596 0.640901 -1.671185 -0.232 -0.022 -0.091 -0.72
H 1.235785 -1.341302 -1.125153 -0.020 0.038 0.017 0.26
H 1.556876 0.283966 -1.705361 -0.016 0.071 -0.042 0.23
H 0.793327 -0.921519 -2.784561 -0.076 0.096 -0.067 0.22
H -0.717831 -0.294204 -0.314977 0.543 0.055 0.112 0.42
H -1.207907 0.314202 -3.120783 -0.097 -0.024 0.005 0.22
H -2.922467 0.661150 -0.708577 0.073 -0.022 0.002 0.43
H -3.260312 0.983975 -2.367997 -0.090 -0.056 0.077 0.44
N 0.583741 0.578821 3.099411 0.519 -0.276 0.038 -0.82
C 0.713152 -0.059728 1.792258 -0.229 0.468 0.553 -0.07
N 1.966439 -0.675046 1.428721 0.445 -0.182 -0.181 -0.86
H 0.911864 -0.073811 3.807935 -0.297 -0.008 0.090 0.36
H 1.247558 1.346554 3.158981 -0.166 0.131 -0.054 0.35
H -0.072183 -0.819684 1.733955 0.016 -0.079 -0.040 0.16
H 0.484329 0.736069 1.078737 0.080 -0.068 -0.179 0.16
H 2.741311 -0.022195 1.480214 -0.126 0.165 -0.109 0.36
H 2.226242 -1.423905 2.061532 -0.249 -0.109 -0.024 0.37
```
Positions in Å, forces in eV/Å.

Values from the calculation:
energy	-9276.0971	eV
ΔE to the lowest compared entry with this formula, charge and spin	33.38	kcal/mol
frontier orbital gap	8.9626	eV
M	105.16	g/mol
total charge	+1

***

Molecular formula: C3H13N4
Method: DFT, ωB97M-V with the def2-TZVPD basis set

The geometry in XYZ format:
```
20
Properties=species:S:1:pos:R:3:forces:R:3:nbo_charge:R:1
N -0.664842 0.768524 0.785603 -2.594 0.627 -0.581 -0.93
C -0.773581 2.261241 0.330866 0.746 -0.617 1.164 -0.06
N -1.189032 3.198037 1.383112 0.109 -1.082 -0.989 -0.80
H -0.216820 0.743807 1.691872 0.007 0.058 0.222 0.38
H -1.660215 0.373983 0.912453 2.001 0.935 -0.125 0.38
H 0.275103 2.503511 0.006269 -1.076 0.144 0.239 0.18
H -1.449195 2.295852 -0.534486 0.204 -0.014 0.374 0.21
H -2.036431 2.849215 1.813282 -0.394 0.200 -0.180 0.36
H -0.519981 3.164668 2.131490 0.528 0.280 0.239 0.36
C 0.090489 -3.359291 -0.371437 0.037 -0.229 0.632 -0.42
N 1.141554 0.107724 -1.156007 0.526 -0.947 0.366 -0.74
C 1.272548 -1.212974 -1.054454 -1.278 0.090 0.550 0.40
N 0.417855 -1.915847 -0.313115 0.886 -0.811 -1.507 -0.52
H -0.205847 -3.605857 0.671662 0.241 -0.137 -0.780 0.23
H 0.978056 -3.955971 -0.632617 -0.413 0.278 -0.014 0.23
H -0.777169 -3.601636 -1.036816 0.892 0.479 0.376 0.23
H 0.380141 0.528942 -0.548045 0.646 -0.490 -0.288 0.44
H 1.939077 0.653745 -1.463507 -0.299 -0.153 -0.144 0.43
H 2.042381 -1.772501 -1.582334 -0.042 0.270 -0.040 0.22
H -0.224577 -1.420690 0.243781 -0.727 1.118 0.487 0.42
```
Positions in Å, forces in eV/Å.

Values from the calculation:
energy	-9275.9602	eV
ΔE to the lowest compared entry with this formula, charge and spin	36.53	kcal/mol
frontier orbital gap	9.9486	eV
M	105.16	g/mol
total charge	+1

***

Molecular formula: C3H13N4
Method: DFT, ωB97M-V with the def2-TZVPD basis set

The geometry in XYZ format:
```
20
Properties=species:S:1:pos:R:3:forces:R:3:nbo_charge:R:1
C -2.357373 -0.488922 -1.203587 4.256 -0.630 0.748 -0.54
C 0.097739 -2.202917 -0.772989 -0.954 -1.853 -1.520 -0.42
C -0.663303 -0.017437 -0.273224 -5.632 0.226 -1.033 0.55
N -0.703216 1.139258 0.368009 -0.478 0.744 -0.207 -0.81
N 1.502763 2.429812 1.625102 1.871 -1.023 0.103 -1.11
N 0.284587 -0.869281 -0.341125 2.445 -0.163 0.775 -0.24
N 1.654464 -0.598288 -0.114236 -0.360 0.933 -0.452 -0.65
H -2.626118 0.461981 -1.633338 -0.260 0.006 -0.027 0.23
H -2.985118 -0.945103 -0.470101 -0.497 0.356 0.694 0.23
H -2.100885 -1.319215 -1.925911 -0.121 1.518 0.498 0.23
H 0.580083 -3.030891 -0.227456 0.162 0.990 0.636 0.24
H -0.986859 -2.382829 -0.661648 0.788 -0.354 -0.633 0.23
H 0.531959 -2.310403 -1.789148 -0.769 0.013 0.297 0.23
H -1.555515 1.742553 0.416147 1.026 -1.274 -0.550 0.43
H 0.112232 1.596814 0.811753 0.249 -0.095 -0.104 0.44
H 1.622765 3.418185 1.772317 0.010 0.553 -0.370 0.39
H 2.507149 2.080878 1.313273 -2.736 0.758 1.563 0.39
H 1.844250 0.408177 -0.040485 -0.055 -0.905 0.294 0.39
H 2.043355 -1.233544 0.569582 -0.028 0.442 0.315 0.39
H 1.197040 2.121172 2.577066 1.084 -0.244 -1.025 0.39
```
Positions in Å, forces in eV/Å.

Values from the calculation:
energy	-9273.6785	eV
ΔE to the lowest compared entry with this formula, charge and spin	89.15	kcal/mol
frontier orbital gap	10.5329	eV
M	105.16	g/mol
total charge	+1